Run i
{
  "formula": "C3H3O3S",
  "method": "wB97M-V/def2-TZVPD",
  "lumo_ha": 0.1150,
  "total_charge": -1,
  "species": ["C", "C", "C", "O", "O", "O", "S", "H", "H", "H"],
  "xyz": [[1.519, 0.597, 0.293], [0.574, 0.355, -0.578], [-3.184, 0.284, 0.811], [-3.243, 1.298, 0.274], [-3.363, -0.687, 1.425], [2.786, -0.166, 0.557], [0.788, -1.189, -1.573], [1.517, 1.313, 1.132], [3.032, -0.820, -0.203], [-0.425, -0.984, -2.138]]
}


Run ii
{
  "formula": "C3H3O3S",
  "method": "wB97M-V/def2-TZVPD",
  "lumo_ha": 0.1253,
  "smiles": "O=C([O-])C(=S)CO",
  "total_charge": -1,
  "species": ["O", "C", "O", "C", "S", "C", "O", "H", "H", "H"],
  "xyz": [[-2.384, -0.218, 0.820], [-1.447, -0.967, 0.598], [-1.066, -2.076, 0.868], [-0.670, -0.209, -0.582], [-1.233, 0.245, -2.031], [0.730, 0.341, 0.139], [1.913, 1.531, 0.079], [0.806, 0.120, 1.289], [1.412, -0.511, -0.315], [1.940, 1.743, -0.864]]
}


Most stable structure, least stable structure: run i, run ii.


Run i
{
  "formula": "C3H3O3S",
  "method": "wB97M-V/def2-TZVPD",
  "lumo_ha": 0.1528,
  "total_charge": -1,
  "species": ["C", "C", "C", "O", "O", "O", "S", "H", "H", "H"],
  "xyz": [[0.902, -0.233, -0.980], [0.541, -0.772, 0.344], [1.648, 0.268, 0.030], [-1.466, 0.585, -1.020], [-2.609, 1.277, 1.062], [-0.637, -0.459, 1.129], [-2.135, 0.123, 0.234], [0.588, -0.108, -1.917], [0.844, -1.666, 0.686], [2.324, 0.983, 0.432]]
}


Run ii
{
  "formula": "C3H3O3S",
  "method": "wB97M-V/def2-TZVPD",
  "lumo_ha": 0.1226,
  "total_charge": -1,
  "species": ["C", "C", "C", "O", "O", "O", "S", "H", "H", "H"],
  "xyz": [[1.916, 0.843, -0.503], [1.598, -0.365, -0.139], [-1.806, -0.192, -0.093], [-2.328, 0.019, -1.165], [-0.604, -0.239, 0.260], [-2.670, -0.365, 1.024], [1.826, -1.895, 0.154], [2.950, 1.050, -0.738], [1.199, 1.636, -0.580], [-2.082, -0.492, 1.779]]
}


Most stable structure, least stable structure: run ii, run i.


Run i
{
  "formula": "C2H6N3",
  "method": "wB97M-V/def2-TZVPD",
  "lumo_ha": [-0.2129, -0.2033],
  "total_charge": 1,
  "species": ["C", "C", "N", "N", "N", "H", "H", "H", "H", "H", "H"],
  "xyz": [[-0.555, 2.410, 0.099], [0.821, -2.373, 0.026], [-0.818, 1.152, -0.311], [0.511, -1.197, 0.544], [-0.920, 0.067, -0.558], [0.385, 2.672, -0.347], [-0.600, 2.482, 1.221], [-1.335, 3.100, -0.256], [0.580, -2.490, -1.117], [0.139, -3.054, 0.380], [1.791, -2.769, 0.318]]
}


Run ii
{
  "formula": "C2H6N3",
  "method": "wB97M-V/def2-TZVPD",
  "lumo_ha": -0.2571,
  "total_charge": 1,
  "species": ["C", "C", "N", "N", "N", "H", "H", "H", "H", "H", "H"],
  "xyz": [[1.424, -0.127, -0.036], [0.153, 0.684, -0.108], [-3.248, 0.085, -0.170], [-2.165, -0.139, -0.030], [-0.969, -0.349, 0.005], [1.679, -0.708, -0.907], [2.299, 0.492, 0.106], [1.388, -0.909, 0.886], [0.029, 1.394, 0.640], [0.037, 1.319, -1.012], [-0.628, -1.742, 0.625]]
}


Most stable structure, least stable structure: run ii, run i.


Run i
{
  "formula": "C7H13N",
  "method": "wB97M-V/def2-TZVPD",
  "lumo_ha": 0.0287,
  "species": ["C", "C", "N", "C", "C", "C", "C", "C", "H", "H", "H", "H", "H", "H", "H", "H", "H", "H", "H", "H", "H"],
  "xyz": [[-1.851, -2.433, -1.006], [-1.320, -1.218, -1.822], [-1.226, 0.850, 0.371], [-0.048, 0.249, -0.223], [0.015, -0.797, -1.287], [2.445, 2.173, 2.116], [1.218, 1.616, 1.458], [1.224, 0.735, 0.420], [-1.227, -3.318, -1.291], [-2.884, -2.687, -1.169], [-1.686, -2.256, 0.052], [-1.271, -1.542, -2.901], [-2.028, -0.442, -1.716], [-1.769, 0.182, 0.833], [-1.215, 0.732, -0.737], [0.928, -1.113, -1.801], [3.386, 1.791, 1.664], [2.485, 3.249, 2.032], [2.428, 1.930, 3.217], [0.240, 1.969, 1.807], [2.157, 0.329, -0.018]]
}


Run ii
{
  "formula": "C7H13N",
  "method": "wB97M-V/def2-TZVPD",
  "lumo_ha": 0.0386,
  "smiles": "C=CC/C(=C/N)CC",
  "species": ["C", "C", "C", "C", "C", "N", "C", "C", "H", "H", "H", "H", "H", "H", "H", "H", "H", "H", "H", "H", "H"],
  "xyz": [[-3.286, -0.224, -0.024], [-1.966, -0.329, -0.159], [-1.065, 0.726, -0.768], [0.374, 0.574, -0.212], [0.688, 1.372, 0.804], [1.855, 1.420, 1.559], [1.235, -0.428, -0.919], [1.529, -1.708, -0.126], [-3.847, -1.089, 0.324], [-3.865, 0.687, -0.125], [-1.530, -1.330, -0.112], [-1.448, 1.688, -0.448], [-1.049, 0.617, -1.852], [-0.033, 2.115, 1.111], [2.722, 1.008, 1.266], [1.748, 1.657, 2.526], [0.768, -0.734, -1.861], [2.188, 0.013, -1.246], [0.642, -2.302, 0.071], [2.016, -1.454, 0.808], [2.323, -2.280, -0.616]]
}


Run iii
{
  "formula": "C7H13N",
  "method": "wB97M-V/def2-TZVPD",
  "lumo_ha": 0.0403,
  "smiles": "C=C(C)N.C=CC=C",
  "species": ["C", "C", "C", "N", "H", "H", "H", "H", "H", "H", "H", "C", "C", "C", "C", "H", "H", "H", "H", "H", "H"],
  "xyz": [[-1.283, 1.761, 0.019], [-0.063, 2.295, 0.004], [1.234, 1.541, 0.223], [0.189, 3.627, -0.292], [-2.164, 2.340, -0.229], [-1.459, 0.791, 0.447], [1.736, 1.816, 1.147], [1.894, 1.768, -0.618], [1.055, 0.468, 0.186], [1.051, 3.886, -0.709], [-0.582, 4.193, -0.553], [-0.612, -1.667, 1.603], [-0.652, -1.965, 0.305], [0.419, -2.741, -0.336], [0.262, -3.339, -1.513], [0.197, -1.968, 2.258], [-1.391, -1.086, 2.081], [-1.531, -1.740, -0.287], [1.323, -2.834, 0.257], [1.067, -3.889, -1.977], [-0.691, -3.257, -2.015]]
}


Run iv
{
  "formula": "C7H13N",
  "method": "wB97M-V/def2-TZVPD",
  "lumo_ha": 0.0405,
  "smiles": "C/C=C/CN/C=C/C",
  "species": ["C", "C", "C", "C", "N", "C", "C", "C", "H", "H", "H", "H", "H", "H", "H", "H", "H", "H", "H", "H", "H"],
  "xyz": [[0.255, 3.021, -2.215], [-0.011, 2.527, -0.833], [0.748, 1.587, -0.157], [0.539, 0.847, 1.225], [-0.541, -0.195, 1.183], [-0.077, -1.531, 1.026], [-0.738, -2.370, 0.216], [-0.166, -3.688, -0.044], [0.121, 2.110, -2.928], [1.172, 3.281, -2.411], [-0.359, 3.740, -2.555], [-1.076, 2.721, -0.513], [1.485, 1.102, -0.771], [0.126, 1.539, 2.040], [1.469, 0.311, 1.528], [-1.367, 0.356, 0.746], [0.862, -1.914, 1.449], [-1.825, -2.239, -0.094], [-1.073, -4.150, -0.421], [0.193, -4.231, 0.903], [0.763, -3.619, -0.567]]
}


Most stable structure, least stable structure: run ii, run iv.


Run i
{
  "formula": "C7H13N",
  "method": "wB97M-V/def2-TZVPD",
  "lumo_ha": 0.0294,
  "species": ["C", "C", "C", "C", "C", "C", "C", "H", "H", "H", "H", "H", "H", "H", "H", "H", "H", "H", "H", "H", "N"],
  "xyz": [[-1.103, -0.474, 1.364], [-0.649, -0.049, 0.042], [-1.777, -0.260, -1.230], [-0.178, 1.529, 0.046], [1.532, 0.087, 0.239], [1.983, -1.127, -0.232], [0.575, -0.775, -0.466], [-2.001, -1.261, 1.296], [-0.146, -1.253, 2.066], [-1.644, 0.385, 2.195], [-2.804, 0.016, -0.720], [-1.560, -1.506, -1.891], [-1.427, 0.547, -2.118], [-0.487, 2.193, -0.670], [-0.414, 1.989, 1.047], [1.809, 1.946, 0.364], [1.378, 0.079, 1.287], [2.441, -1.923, 0.536], [2.288, -1.156, -1.283], [0.838, -0.444, -1.544], [1.346, 1.457, -0.328]]
}


Run ii
{
  "formula": "C7H13N",
  "method": "wB97M-V/def2-TZVPD",
  "lumo_ha": -0.0590,
  "species": ["C", "C", "C", "C", "C", "C", "C", "N", "H", "H", "H", "H", "H", "H", "H", "H", "H", "H", "H", "H", "H"],
  "xyz": [[-0.971, 1.669, -0.514], [-1.079, 0.151, -0.504], [-0.614, -0.385, 0.832], [0.749, -0.878, 0.765], [1.301, -1.746, -0.125], [2.761, -2.064, -0.264], [-1.136, 0.416, 1.925], [-0.749, 2.152, -1.891], [-1.825, 2.151, -0.065], [-0.371, 1.771, 0.324], [-2.058, -0.285, -0.656], [-0.373, -0.278, -1.247], [1.365, -0.612, 1.595], [0.909, -2.260, -1.045], [3.643, -1.451, 0.169], [2.972, -2.892, -0.903], [-1.185, -1.058, 1.363], [-1.949, 0.286, 2.669], [-0.670, 1.184, 2.437], [-1.447, 2.808, -2.154], [0.169, 2.584, -1.944]]
}


Most stable structure, least stable structure: run ii, run i.


Run i
{
  "formula": "C7H13N",
  "method": "wB97M-V/def2-TZVPD",
  "lumo_ha": 0.0372,
  "smiles": "C=CC(=C)CCCN",
  "species": ["C", "C", "C", "C", "C", "C", "C", "N", "H", "H", "H", "H", "H", "H", "H", "H", "H", "H", "H", "H", "H"],
  "xyz": [[2.175, -2.085, -0.315], [1.650, -0.865, -0.265], [0.718, -0.367, 0.752], [1.309, 0.311, 1.741], [-0.772, -0.549, 0.673], [-1.478, -0.307, -0.665], [-1.122, 1.101, -1.179], [-1.694, 2.228, -0.484], [1.850, -2.814, 0.425], [2.856, -2.426, -1.079], [2.083, -0.171, -0.989], [0.789, 0.764, 2.582], [2.344, 0.612, 1.705], [-1.248, 0.049, 1.458], [-1.010, -1.556, 1.047], [-2.564, -0.329, -0.583], [-1.113, -1.017, -1.399], [-0.038, 1.237, -1.200], [-1.398, 1.112, -2.249], [-1.055, 2.971, -0.300], [-2.281, 2.101, 0.325]]
}


Run ii
{
  "formula": "C7H13N",
  "method": "wB97M-V/def2-TZVPD",
  "lumo_ha": -0.0031,
  "species": ["C", "C", "C", "C", "C", "C", "C", "N", "H", "H", "H", "H", "H", "H", "H", "H", "H", "H", "H", "H", "H"],
  "xyz": [[1.835, -1.316, -0.375], [0.324, -1.397, -0.633], [-0.481, -0.302, -0.048], [-1.216, 0.568, -0.935], [-2.404, 1.251, -0.513], [-0.575, 1.128, 2.091], [-0.323, 0.015, 1.332], [2.476, -0.025, -0.707], [2.338, -2.194, -0.785], [2.016, -1.411, 0.702], [0.102, -2.461, -0.419], [0.261, -1.465, -1.732], [-0.766, 0.543, -1.934], [-2.966, 1.636, -1.362], [-1.156, 1.689, -0.412], [-3.082, 0.673, 0.114], [-1.326, 1.851, 1.823], [-0.060, 1.240, 3.032], [0.177, -0.785, 1.881], [2.085, 0.246, -1.609], [2.038, 0.670, -0.107]]
}


Most stable structure, least stable structure: run i, run ii.


Run i
{
  "formula": "C15H25N3O2S4Ta",
  "method": "wB97M-V/def2-TZVPD",
  "lumo_ha": -0.1529,
  "total_charge": 1,
  "species": ["Ta", "C", "C", "C", "C", "C", "C", "C", "C", "C", "C", "H", "H", "H", "H", "H", "H", "H", "H", "H", "H", "H", "H", "H", "H", "H", "S", "S", "S", "S", "N", "C", "C", "O", "O", "H", "H", "H", "H", "C", "N", "C", "C", "N", "H", "H", "H", "H", "H", "H"],
  "xyz": [[0.107, 0.605, -0.767], [0.699, -2.358, -1.310], [0.291, -2.054, -0.018], [1.141, -1.016, 0.519], [2.053, -0.657, -0.522], [1.759, -1.496, -1.639], [2.493, -1.443, -2.931], [3.364, 0.043, -0.290], [1.447, -0.810, 1.977], [-0.891, -2.665, 0.658], [-0.017, -3.289, -2.222], [2.160, -0.596, -3.537], [2.335, -2.353, -3.508], [3.563, -1.322, -2.763], [3.734, 0.513, -1.199], [4.115, -0.678, 0.047], [3.282, 0.820, 0.469], [1.789, 0.203, 2.189], [2.229, -1.504, 2.290], [0.569, -1.016, 2.592], [-1.815, -2.417, 0.127], [-0.989, -2.340, 1.692], [-0.807, -3.753, 0.650], [-0.950, -2.820, -2.556], [-0.284, -4.217, -1.714], [0.567, -3.535, -3.105], [0.686, 2.625, 0.467], [1.363, 4.108, -0.814], [2.483, 2.977, -2.105], [1.011, 1.704, -2.797], [-1.849, 1.894, -1.288], [-2.614, 1.274, -2.372], [-2.238, -0.174, -2.453], [-2.938, -1.046, -2.859], [-0.945, -0.370, -2.082], [-2.435, 1.975, -0.466], [-1.520, 2.826, -1.524], [-2.318, 1.719, -3.324], [-3.691, 1.375, -2.261], [-2.088, 2.944, 3.340], [-1.553, 1.575, 3.251], [-1.119, 0.937, 4.497], [-1.337, 1.053, 2.097], [-1.149, 0.570, 1.053], [-2.942, 2.948, 4.014], [-2.392, 3.285, 2.354], [-1.313, 3.610, 3.718], [-1.974, 0.855, 5.167], [-0.346, 1.544, 4.967], [-0.727, -0.055, 4.293]]
}


Run ii
{
  "formula": "C15H25N3O2S4Ta",
  "method": "wB97M-V/def2-TZVPD",
  "lumo_ha": -0.1511,
  "total_charge": 1,
  "species": ["Ta", "C", "C", "C", "C", "C", "C", "C", "C", "C", "C", "H", "H", "H", "H", "H", "H", "H", "H", "H", "H", "H", "H", "H", "H", "H", "S", "S", "S", "S", "N", "C", "C", "O", "O", "H", "H", "H", "H", "C", "N", "C", "C", "N", "H", "H", "H", "H", "H", "H"],
  "xyz": [[0.116, -0.071, 0.057], [0.711, -3.127, -0.552], [0.258, -2.830, 0.728], [1.068, -1.768, 1.290], [2.006, -1.387, 0.269], [1.758, -2.239, -0.854], [2.500, -2.150, -2.138], [3.328, -0.715, 0.537], [1.357, -1.610, 2.758], [-0.931, -3.462, 1.367], [0.043, -4.082, -1.481], [2.150, -1.293, -2.722], [2.363, -3.047, -2.739], [3.566, -2.006, -1.963], [3.719, -0.234, -0.356], [4.058, -1.458, 0.872], [3.249, 0.049, 1.308], [1.716, -0.609, 3.002], [2.126, -2.325, 3.060], [0.469, -1.818, 3.356], [-1.845, -3.207, 0.822], [-1.052, -3.159, 2.406], [-0.843, -4.549, 1.335], [-0.899, -3.650, -1.837], [-0.197, -5.020, -0.980], [0.657, -4.307, -2.350], [0.763, 1.906, 1.348], [1.501, 3.404, 0.124], [2.576, 2.277, -1.202], [1.062, 1.071, -1.916], [-1.968, 1.141, -0.461], [-2.678, 0.483, -1.566], [-2.194, -0.941, -1.668], [-2.821, -1.862, -2.078], [-0.890, -1.034, -1.284], [-2.549, 1.136, 0.369], [-1.747, 2.109, -0.672], [-2.410, 0.968, -2.506], [-3.760, 0.503, -1.461], [-2.076, 2.280, 4.124], [-1.511, 0.924, 4.057], [-1.013, 0.334, 5.304], [-1.317, 0.368, 2.913], [-1.142, -0.138, 1.877], [-2.901, 2.286, 4.834], [-2.433, 2.580, 3.144], [-1.304, 2.977, 4.448], [-1.841, 0.242, 6.005], [-0.245, 0.980, 5.730], [-0.593, -0.647, 5.111]]
}


Most stable structure, least stable structure: run i, run ii.


Run i
{
  "formula": "C3H8N3",
  "method": "wB97M-V/def2-TZVPD",
  "multiplicity": 3,
  "lumo_ha": [-0.1392, -0.2466],
  "s_squared": 2.01,
  "total_charge": 1,
  "species": ["C", "C", "C", "N", "N", "N", "H", "H", "H", "H", "H", "H", "H", "H"],
  "xyz": [[-1.405, -0.293, -0.531], [0.841, -0.821, -0.528], [-0.259, 0.161, 1.295], [-0.238, -0.294, -1.210], [0.995, -0.265, 0.733], [0.711, 1.135, 0.901], [-1.891, -1.266, -0.154], [-2.272, 0.310, -0.831], [0.922, -1.972, -0.410], [1.757, -0.557, -1.106], [-0.558, 0.063, 2.354], [-0.217, 0.112, -2.119], [0.454, 1.768, 0.085], [1.160, 1.918, 1.520]]
}


Run ii
{
  "formula": "C3H8N3",
  "method": "wB97M-V/def2-TZVPD",
  "multiplicity": 3,
  "lumo_ha": [-0.1363, -0.2837],
  "s_squared": 2.01,
  "total_charge": 1,
  "species": ["C", "C", "C", "N", "N", "N", "H", "H", "H", "H", "H", "H", "H", "H"],
  "xyz": [[2.416, 0.739, 0.079], [1.344, -0.051, -0.490], [-1.132, 0.504, 0.369], [2.630, -0.509, -0.081], [-2.050, -0.383, -0.136], [0.137, -0.479, 0.113], [2.944, 1.593, 0.447], [0.876, -0.061, -2.012], [-1.144, 0.526, 1.513], [-1.014, 1.476, -0.025], [-2.794, -0.035, -0.700], [-2.218, -1.102, 0.515], [-0.349, -1.158, -0.541], [0.355, -1.061, 0.948]]
}


Most stable structure, least stable structure: run i, run ii.